Entry 1:
A cluster of 6 separate species, C68H54F5O27PS in total at a distorted geometry, computed with ωB97M-V/def2-TZVPD.

The value obtained for the maximum force is 8.66 eV Å⁻¹. The spin multiplicity is 1. The total energy is -5892.34887 a.u. Its orbital gap is 0.24716 hartree. For the lowest unoccupied orbital energy, the calculation gives -1.89 eV.

Atoms and positions in Å:
C (-4.19058, 0.44616, -8.55991)
C (-2.81283, -0.47540, -8.52753)
O (-1.99587, -0.13450, -7.34825)
C (-2.02800, -1.30664, -6.45969)
C (-1.77470, -0.90709, -4.85727)
O (-0.70987, -1.80576, -4.38516)
C (-1.13969, -2.57286, -3.18268)
C (0.22421, -2.80903, -2.28630)
C (1.30306, -3.97496, -2.69197)
C (1.20670, -4.99864, -3.96922)
F (0.93736, -4.26491, -5.26233)
F (2.54551, -5.66352, -4.18941)
C (0.12327, -6.21808, -3.80289)
C (0.38686, -7.60740, -4.69424)
C (-0.63546, -8.90290, -4.66590)
C (-1.97854, -8.82009, -3.71771)
C (-2.27372, -7.46896, -2.79247)
C (-3.65333, -7.48398, -1.89458)
F (-3.69815, -8.73722, -1.10653)
F (-4.79194, -7.56760, -2.88287)
F (-3.88901, -6.25057, -1.10684)
C (-1.21807, -6.21632, -2.85996)
C (2.65828, -4.10863, -1.73273)
C (2.93613, -3.12092, -0.42438)
C (1.85209, -1.95187, -0.04244)
C (0.47814, -1.82989, -0.98847)
C (-0.58451, -0.63834, -0.48996)
O (-1.24020, 0.17795, -1.31887)
C (-0.72800, -0.50993, 1.17152)
C (-2.18944, -0.28893, 1.90832)
P (-3.78058, -0.22007, 0.81164)
S (-3.84467, -1.89010, -0.25897)
C (-2.19239, -0.17594, 3.55272)
C (-3.60593, -0.00138, 4.41987)
O (-3.75739, -1.27311, 5.19401)
C (-4.15605, -1.00017, 6.58368)
C (-3.09314, -0.99468, 7.87479)
C (-3.65425, -0.71234, 9.40908)
C (-5.28418, -0.43974, 9.65098)
C (-6.38513, -0.43190, 8.39438)
C (-5.77926, -0.72380, 6.87034)
C (-0.81001, -0.23807, 4.48767)
C (0.65463, -0.45963, 3.74916)
C (2.01847, -0.54817, 4.65651)
C (2.32796, 0.77587, 5.57462)
O (1.48659, 1.94841, 5.27872)
C (2.04171, 3.16539, 5.95744)
C (1.06673, 3.93911, 7.04723)
O (3.25532, 3.67481, 5.70889)
C (0.65239, -0.61322, 2.11033)
C (2.05006, -0.88995, 1.23434)
O (3.22119, -0.28950, 1.49522)
H (-3.94845, 1.59072, -8.33685)
H (-4.99359, 0.01754, -7.81139)
H (-4.68392, 0.42182, -9.63860)
H (-2.18877, -0.14848, -9.47868)
H (-3.02701, -1.62433, -8.65732)
H (-1.11384, -1.99826, -6.79330)
H (-3.01562, -1.93367, -6.49863)
H (-2.78434, -0.98397, -4.26947)
H (-1.31255, 0.18439, -4.86766)
H (-1.95370, -2.01733, -2.53893)
H (-1.63613, -3.55420, -3.58268)
H (1.35369, -7.63201, -5.35639)
H (-0.36641, -9.85112, -5.31527)
H (-2.74642, -9.70926, -3.67602)
H (-1.46923, -5.24514, -2.21314)
H (3.52136, -4.90123, -1.94823)
H (3.90577, -3.20432, 0.24152)
H (-5.00182, -0.24864, 1.60936)
H (-3.73696, 0.90213, -0.11674)
H (-4.55142, 0.05332, 3.72082)
H (-3.45666, 0.94065, 5.09796)
H (-1.94372, -1.19027, 7.65951)
H (-2.92470, -0.73010, 10.35360)
H (-5.66589, -0.27312, 10.75460)
H (-7.51851, -0.26532, 8.63870)
H (-6.51314, -0.76443, 5.94506)
H (-0.89776, -0.12409, 5.65216)
H (1.86016, -1.45825, 5.41251)
H (2.98469, -0.82117, 4.04017)
H (2.20725, 0.49150, 6.72328)
H (3.47107, 1.05444, 5.38339)
H (-0.04370, 3.52408, 6.93377)
H (1.43264, 3.75273, 8.14360)
H (1.04190, 5.10501, 6.84593)
C (0.06976, 7.49211, 9.95745)
C (-0.57346, 8.48438, 10.57582)
C (-1.90098, 8.26627, 11.21438)
O (-2.45920, 9.19260, 11.79172)
C (-2.49940, 6.92556, 11.11958)
C (-1.85757, 5.93433, 10.49816)
C (-0.51811, 6.14568, 9.88390)
O (0.05534, 5.21048, 9.33552)
O (-2.41539, 4.67259, 10.40302)
O (-0.02838, 9.75323, 10.64671)
H (1.03620, 7.63612, 9.49101)
H (-3.47253, 6.78533, 11.57244)
H (-1.75856, 4.13345, 9.91067)
H (-0.68248, 10.29071, 11.14425)
C (0.04448, 3.22061, -4.21091)
C (-0.97243, 3.06716, -5.06125)
C (-1.09757, 3.91552, -6.27873)
O (-2.03270, 3.73848, -7.05151)
C (-0.07806, 4.95203, -6.50422)
C (0.93685, 5.10761, -5.65193)
C (1.07677, 4.24105, -4.44959)
O (2.03060, 4.39591, -3.69436)
O (1.89700, 6.08154, -5.85634)
O (-1.94794, 2.11191, -4.84214)
H (0.14893, 2.60939, -3.32332)
H (-0.19078, 5.57343, -7.38336)
H (2.52353, 5.99183, -5.10540)
H (-2.57105, 2.19766, -5.59623)
C (7.75050, -4.82689, -0.42022)
C (8.88149, -5.51402, -0.24866)
C (9.11164, -6.81101, -0.94326)
O (10.16874, -7.41030, -0.78072)
C (8.03957, -7.33001, -1.80692)
C (6.90726, -6.64440, -1.97561)
C (6.68880, -5.33453, -1.30283)
O (5.64508, -4.71884, -1.49186)
O (5.89451, -7.12763, -2.78371)
O (9.88281, -5.04449, 0.58141)
H (7.57097, -3.88182, 0.07670)
H (8.21257, -8.28229, -2.29165)
H (5.18365, -6.45118, -2.74369)
H (10.59601, -5.71799, 0.53659)
C (-3.92213, -1.86782, -12.50232)
C (-3.42384, -1.88279, -13.74014)
C (-2.47221, -2.94114, -14.17825)
O (-2.04587, -2.93959, -15.32770)
C (-2.07307, -3.95935, -13.19411)
C (-2.56881, -3.94218, -11.95533)
C (-3.54135, -2.90010, -11.52595)
O (-3.99367, -2.92119, -10.38616)
O (-2.19589, -4.89446, -11.02458)
O (-3.77507, -0.91434, -14.66255)
H (-4.61638, -1.10577, -12.17123)
H (-1.36712, -4.71231, -13.52032)
H (-2.69077, -4.66802, -10.20707)
H (-3.28487, -1.14434, -15.48175)
C (2.76507, 8.67531, 6.71054)
C (3.39217, 9.48739, 5.85732)
C (4.87879, 9.55981, 5.80893)
O (5.42693, 10.30149, 5.00118)
C (5.64043, 8.72686, 6.75270)
C (5.01307, 7.91743, 7.60820)
C (3.52758, 7.82478, 7.63741)
O (2.98006, 7.05792, 8.42246)
O (5.72262, 7.13391, 8.49974)
O (2.68214, 10.29173, 4.98495)
H (1.68515, 8.61107, 6.75485)
H (6.71974, 8.80242, 6.71912)
H (5.04441, 6.63782, 9.00811)
H (3.36048, 10.78324, 4.47254)

Forces on atoms 1 to 3 (eV/Å):
C -0.076 -0.236 -0.265
C -0.263 1.382 -1.719
O -1.982 -2.374 -0.053

=====

Entry 2:
A cluster of 16 separate species, C69H113N16O in total at a distorted geometry, computed with ωB97M-V/def2-TZVPD.

The value obtained for the maximum force is 4.18 eV Å⁻¹. The spin multiplicity is 1. The total energy is -3647.92051 a.u. Its orbital gap is 0.10779 hartree. Its net charge is -1. For the lowest unoccupied orbital energy, the calculation gives 1.59 eV.

Atoms and positions in Å:
C (-1.19908, -1.19103, 1.84089)
C (-0.77005, -0.19565, 0.74335)
C (0.64569, 0.21214, 1.17941)
C (1.39931, 1.06014, 0.11570)
C (1.52225, 0.28304, -1.23611)
C (0.07787, -0.12066, -1.75751)
N (-0.67186, -0.81356, -0.64302)
O (-1.85167, -1.54400, -1.08830)
C (0.40133, -1.18464, -2.90088)
C (-0.62285, 1.14766, -2.38499)
C (-1.62618, 1.11374, 0.74918)
H (-1.14624, -0.82462, 2.86610)
H (-0.64443, -2.12774, 1.89606)
H (-2.23527, -1.44801, 1.62096)
H (1.15859, -0.71138, 1.44799)
H (0.61612, 0.78342, 2.10724)
H (2.35501, 1.24137, 0.60752)
H (0.95010, 2.03085, -0.09415)
H (2.12947, -0.61255, -1.10455)
H (2.00718, 0.91384, -1.98111)
H (1.03017, -2.03235, -2.62877)
H (0.89015, -0.68789, -3.73897)
H (-0.55932, -1.55693, -3.25677)
H (-0.42710, 2.06136, -1.82380)
H (-1.69096, 1.09695, -2.59636)
H (-0.20366, 1.31477, -3.37719)
H (-2.64123, 0.91450, 0.40556)
H (-1.20596, 1.88375, 0.10218)
H (-1.67197, 1.45946, 1.78188)
C (0.32997, 9.54504, -2.22805)
C (0.25244, 8.05468, -1.84319)
C (-1.13687, 7.76437, -1.27764)
C (-2.09678, 7.77170, -2.34905)
N (-2.88763, 7.85822, -3.20835)
H (0.03886, 10.26422, -1.46245)
H (-0.31626, 9.70600, -3.09094)
H (1.35457, 9.86384, -2.41953)
H (0.95329, 7.78778, -1.05220)
H (0.38537, 7.43071, -2.72698)
H (-1.53657, 8.56312, -0.65288)
H (-1.18651, 6.77211, -0.82922)
C (6.53587, 4.38666, 3.07318)
C (7.15693, 5.83542, 3.07348)
C (8.68838, 5.96434, 2.62479)
C (9.33466, 5.00089, 3.43733)
N (9.88444, 4.20962, 4.09746)
H (6.43352, 3.91375, 2.09646)
H (5.49618, 4.42065, 3.39875)
H (6.96514, 3.82625, 3.90370)
H (7.06569, 6.20894, 4.09340)
H (6.55384, 6.46855, 2.42269)
H (9.07539, 6.97282, 2.77072)
H (8.87135, 5.71909, 1.57862)
C (-4.02165, -10.07758, 2.19369)
C (-3.99393, -9.73256, 3.68799)
C (-5.15389, -8.71802, 4.02333)
C (-5.16959, -7.50532, 3.18521)
N (-5.20743, -6.59376, 2.45877)
H (-5.01968, -9.91578, 1.78644)
H (-3.67325, -11.10223, 2.06409)
H (-3.33781, -9.54053, 1.53639)
H (-3.11982, -9.14299, 3.96444)
H (-4.13611, -10.56196, 4.38080)
H (-5.13466, -8.36847, 5.05559)
H (-6.13453, -9.18094, 3.91309)
C (-0.82389, -6.45468, -5.09661)
C (-1.53087, -6.67730, -6.44524)
C (-1.95459, -5.40096, -7.26928)
C (-2.89550, -4.53402, -6.51625)
N (-3.53785, -3.83142, -5.90281)
H (0.07559, -5.86316, -5.26735)
H (-0.52172, -7.43278, -4.72231)
H (-1.35245, -5.91975, -4.30757)
H (-2.37429, -7.31949, -6.19162)
H (-0.94577, -7.35424, -7.06774)
H (-2.44829, -5.79349, -8.15826)
H (-1.05710, -4.87808, -7.59972)
C (6.39363, 1.48349, -6.96833)
C (7.84565, 1.57903, -7.41881)
C (8.92422, 1.28881, -6.37979)
C (8.82348, 2.09219, -5.16956)
N (8.69895, 2.71771, -4.22032)
H (6.08932, 2.14424, -6.15659)
H (6.20435, 0.46515, -6.62884)
H (5.69850, 1.59665, -7.80024)
H (7.93510, 2.54608, -7.91370)
H (7.94452, 0.78960, -8.16387)
H (9.92649, 1.41645, -6.78879)
H (8.69401, 0.23916, -6.19724)
C (-7.50723, -3.22979, 8.12371)
C (-6.52506, -4.23999, 7.56450)
C (-5.18708, -3.80811, 6.98669)
C (-4.36980, -2.90256, 7.81413)
N (-3.75503, -2.22294, 8.45864)
H (-7.00854, -2.68097, 8.92259)
H (-8.45462, -3.71050, 8.36761)
H (-7.76522, -2.61947, 7.25824)
H (-6.93094, -4.85410, 6.76063)
H (-6.29307, -4.89554, 8.40387)
H (-5.35479, -3.31157, 6.03095)
H (-4.50447, -4.63433, 6.78795)
C (7.06766, -1.96450, 2.16769)
C (8.42028, -1.32192, 2.29505)
C (8.82064, -0.53766, 1.03152)
C (8.87694, -1.39246, -0.17779)
N (8.88309, -2.11648, -1.07493)
H (7.07589, -2.68153, 1.34677)
H (6.22452, -1.32277, 1.91198)
H (6.81564, -2.48838, 3.08972)
H (9.15682, -2.11868, 2.39891)
H (8.32848, -0.63034, 3.13253)
H (9.78068, -0.04046, 1.17016)
H (8.07098, 0.24862, 0.94276)
C (-7.36020, 4.22838, -5.65212)
C (-8.45323, 4.60451, -4.65570)
C (-7.85014, 4.63933, -3.22915)
C (-7.28903, 3.35759, -2.75221)
N (-6.84046, 2.36589, -2.41556)
H (-7.22157, 3.15207, -5.54988)
H (-6.43043, 4.67124, -5.29504)
H (-7.53396, 4.59443, -6.66399)
H (-9.24928, 3.87598, -4.80944)
H (-8.69580, 5.65199, -4.83474)
H (-8.68329, 4.87901, -2.56845)
H (-7.13112, 5.44903, -3.10465)
C (1.97256, 0.53582, 7.05414)
C (3.00941, -0.50078, 6.64681)
C (4.41958, 0.00238, 6.95837)
C (4.65286, 0.16332, 8.37157)
N (4.86887, 0.34099, 9.49722)
H (2.00563, 0.75797, 8.12075)
H (0.97873, 0.11149, 6.91154)
H (2.19477, 1.48747, 6.57134)
H (3.00268, -0.78240, 5.59385)
H (2.68363, -1.36949, 7.21894)
H (4.67810, 0.85053, 6.32441)
H (5.19679, -0.72200, 6.71483)
C (-10.06947, 1.55259, 5.46424)
C (-9.50994, 2.63712, 4.48649)
C (-8.00385, 2.55023, 4.08278)
C (-7.66248, 1.22158, 3.48526)
N (-7.37080, 0.15346, 3.10960)
H (-9.99637, 0.51785, 5.12949)
H (-11.12038, 1.76710, 5.65836)
H (-9.58279, 1.46535, 6.43565)
H (-9.67493, 3.62768, 4.91035)
H (-10.18459, 2.69809, 3.63254)
H (-7.36765, 2.63126, 4.96413)
H (-7.81232, 3.45748, 3.50979)
N (1.04942, -6.75892, 5.48832)
C (0.37190, -5.81950, 6.25872)
C (0.02535, -6.38972, 7.42947)
C (0.50129, -7.72872, 7.43769)
C (1.05542, -7.97758, 6.14198)
H (1.44637, -6.54253, 4.58516)
H (0.27449, -4.84397, 5.80567)
H (-0.51243, -6.00199, 8.28203)
H (0.30609, -8.42169, 8.24273)
H (1.44973, -8.89255, 5.72516)
N (-0.59707, 6.43170, -6.90317)
C (0.40058, 7.15825, -7.52744)
C (0.85267, 6.30780, -8.54888)
C (0.22692, 5.08438, -8.43410)
C (-0.77191, 5.23926, -7.53273)
H (-1.06472, 6.70652, -6.05118)
H (0.63680, 8.19028, -7.31411)
H (1.66630, 6.56017, -9.21276)
H (0.52840, 4.18603, -8.95225)
H (-1.50260, 4.52541, -7.18216)
N (-0.94769, 7.80956, 3.47993)
C (0.35817, 8.09802, 3.21288)
C (1.02269, 6.88636, 3.43517)
C (0.09433, 5.90033, 3.70524)
C (-1.13582, 6.50284, 3.75285)
H (-1.56434, 8.60665, 3.54687)
H (0.57390, 9.11502, 2.92034)
H (2.08408, 6.78517, 3.26306)
H (0.23166, 4.83544, 3.82165)
H (-2.15990, 6.20014, 3.91421)
N (1.31209, -5.92559, -0.30256)
C (2.67017, -6.15181, -0.36167)
C (2.91785, -7.39640, 0.18080)
C (1.70036, -7.95742, 0.61004)
C (0.66034, -7.00163, 0.34810)
H (0.89687, -5.03778, -0.54646)
H (3.28227, -5.40979, -0.85275)
H (3.91658, -7.80332, 0.23875)
H (1.63189, -8.91345, 1.10777)
H (-0.39883, -7.01001, 0.55904)
N (2.02693, -2.04309, -11.10970)
C (0.89639, -1.59523, -11.85516)
C (0.23184, -0.79822, -10.93678)
C (0.85907, -0.75501, -9.68209)
C (1.91491, -1.61347, -9.82959)
H (2.76415, -2.64904, -11.44050)
H (0.80927, -1.84702, -12.90178)
H (-0.59931, -0.19386, -11.26892)
H (0.54718, -0.15049, -8.84323)
H (2.68426, -1.88133, -9.12053)

Forces on atoms 1 to 3 (eV/Å):
C -1.362 -0.305 -0.834
C 0.995 0.735 -1.218
C -0.115 0.689 -1.054

=====

Look up the lowest unoccupied orbital energy of the second one.
1.59 eV